Here is 13 unconnected molecules or ions with the total composition C21H39F4N9O30 at a distorted geometry from OMol25. Energies are from the ωB97M-V functional and the def2-TZVPD basis.

HOMO level ... -10.39 eV
Energy relative to the best compared isomer or geometry (same formula, charge and spin) ... 90.4 kcal/mol
LUMO level ... -0.0154 Eh
Frontier orbital gap ... 9.974 eV

The geometry in ORCA input format:
```
! wB97M-V def2-TZVPD RIJCOSX def2/J DEFGRID3
* xyz 0 1
C -18.7396 -7.7112 2.4869
C -18.5626 -9.0392 3.2668
O -19.8694 -9.3242 3.7907
C -20.6471 -8.2465 3.6749
O -21.7479 -8.1586 4.1687
O -19.9313 -7.1995 3.0724
F -17.8360 -8.7282 4.4366
H -18.7763 -8.0158 1.4410
H -17.9124 -7.0292 2.6833
H -18.0714 -9.8083 2.6709
C -14.9203 -7.0330 -4.9451
C -14.1432 -5.9245 -4.3333
O -14.8006 -5.7820 -3.0681
C -16.1220 -6.0318 -3.3306
O -17.0986 -5.7964 -2.6142
O -16.1940 -6.5863 -4.5516
F -14.2183 -4.8847 -5.0967
H -14.6686 -8.0564 -4.6669
H -14.8639 -7.0024 -6.0332
H -13.0884 -6.1804 -4.2324
C -21.3680 -12.9943 7.4477
C -22.8078 -12.9216 7.1511
O -23.4015 -12.4455 8.3303
C -22.4939 -12.1789 9.2361
O -22.6872 -11.7004 10.3474
O -21.3144 -12.4117 8.7369
F -23.1924 -14.1751 6.8902
H -20.7660 -12.3621 6.7950
H -20.9700 -14.0091 7.4562
H -23.0947 -12.2798 6.3181
C -11.9620 -10.0756 0.7926
C -12.7101 -8.9642 1.5926
O -13.4189 -9.7250 2.5024
C -13.4390 -11.0488 2.1612
O -14.1969 -11.8446 2.6183
O -12.7116 -11.2960 1.1068
F -13.5866 -8.2940 0.8090
H -10.9868 -10.2073 1.2612
H -11.9287 -9.8610 -0.2755
H -12.1096 -8.2227 2.1196
C -26.1352 -8.7424 8.0664
N -26.4885 -8.3740 6.6807
O -26.0163 -7.2778 6.2712
O -27.2568 -9.1429 6.0564
H -25.0453 -8.7419 8.0523
H -26.5051 -9.7605 8.1884
H -26.5726 -8.1265 8.8522
C -22.1536 -11.5980 0.2612
N -21.5170 -12.5907 1.0881
O -22.0708 -12.6807 2.1772
O -20.7017 -13.4024 0.6352
H -21.5358 -11.4632 -0.6267
H -22.2891 -10.6880 0.8456
H -23.1587 -11.9746 0.0712
C -14.6177 -11.0031 8.7191
N -14.7958 -10.1046 9.9090
O -15.3099 -8.9871 9.7487
O -14.5120 -10.6340 11.0145
H -15.5018 -11.6385 8.7730
H -13.7565 -11.6708 8.6936
H -14.7112 -10.3801 7.8296
C -24.2717 -3.2860 5.5823
N -23.6264 -3.2481 6.9301
O -24.1282 -2.4079 7.6615
O -22.7872 -4.1029 7.2514
H -24.1582 -2.3665 5.0080
H -25.3299 -3.4973 5.7363
H -23.9133 -4.1392 5.0064
C -19.5771 -2.7011 3.8029
N -18.4932 -2.4140 2.9367
O -18.6443 -2.7516 1.7826
O -17.5472 -1.8076 3.5116
H -19.9360 -1.6934 4.0119
H -19.3036 -3.2355 4.7127
H -20.3579 -3.2662 3.2938
C -16.4544 -13.4981 -1.6398
N -16.5574 -11.9938 -1.4485
O -15.5125 -11.3044 -1.6121
O -17.6902 -11.5536 -1.2468
H -16.0403 -13.8863 -0.7093
H -15.7707 -13.5119 -2.4887
H -17.3942 -13.9135 -2.0035
C -12.8780 -4.8889 5.1794
N -13.6260 -5.9228 5.9537
O -13.1095 -6.7364 6.6514
O -14.8689 -5.7060 5.9739
H -13.0113 -3.9569 5.7288
H -13.3774 -4.8253 4.2126
H -11.8363 -5.1973 5.0912
C -19.5086 -7.2299 9.4067
N -19.5015 -7.5966 10.7811
O -19.4595 -8.7707 11.0944
O -19.5334 -6.6730 11.5933
H -18.6782 -7.6662 8.8516
H -19.4060 -6.1470 9.3356
H -20.4851 -7.4443 8.9725
C -26.3309 -7.4806 1.6837
N -25.8335 -7.4846 0.3233
O -26.7101 -7.3818 -0.5158
O -24.6726 -7.4947 0.0563
H -25.5048 -7.9190 2.2435
H -27.2694 -8.0200 1.8110
H -26.5193 -6.4698 2.0456
*
```

***

Here is 2 unconnected molecules or ions with the total composition C2H8NO2 at a distorted geometry from OMol25. Energies are from the ωB97M-V functional and the def2-TZVPD basis.

HOMO level ... -15.50 eV
Energy relative to the best compared isomer or geometry (same formula, charge and spin) ... 22.0 kcal/mol
LUMO level ... -0.1243 Eh
Frontier orbital gap ... 12.113 eV

The geometry in ORCA input format:
```
! wB97M-V def2-TZVPD RIJCOSX def2/J DEFGRID3
* xyz 1 1
C -1.9589 0.4005 -0.8634
N -1.2480 -0.7717 -0.2291
H -3.0206 0.2015 -0.8673
H -1.6703 1.3235 -0.3786
H -1.5441 0.5089 -1.8648
H -0.4411 -0.4848 0.3549
H -0.8314 -1.3592 -0.9512
H -1.8847 -1.3368 0.3294
O 1.3151 -0.2253 0.1509
C 2.2435 -0.0012 0.8818
O 3.2789 0.7726 0.5071
H 2.4189 -0.5571 1.8154
H 3.3427 1.5292 1.1147
*
```

***

Here is a molecular structure, C17H14Br2GaO2 at a distorted geometry from OMol25. Energies are from the ωB97M-V functional and the def2-TZVPD basis.

HOMO level ... -2.67 eV
LUMO level ... 0.0748 Eh
Frontier orbital gap ... 4.708 eV

The geometry in ORCA input format:
```
! wB97M-V def2-TZVPD RIJCOSX def2/J DEFGRID3
* xyz -1 1
C -2.0249 -0.5936 -1.1813
C -1.7831 -1.1116 0.1684
C -2.0027 0.0070 1.0658
H -1.7886 -2.1539 0.4688
C -2.2787 1.1535 0.2940
C -2.2779 0.7999 -1.0722
H -2.6085 1.4520 -1.8814
H -2.2043 -1.2291 -2.0470
H -2.1362 -0.0982 2.1313
H -2.6058 2.1087 0.6863
Ga 0.1952 -0.5216 -0.2839
Br 1.3205 -0.0984 -2.1451
C 2.3869 0.7993 -4.8631
C 1.2954 1.5922 -5.3303
C 0.3009 0.7120 -5.8614
H 1.2461 2.6797 -5.3058
C 0.7799 -0.6302 -5.7267
C 2.0659 -0.5827 -5.1115
H 2.7035 -1.4359 -4.8841
H 3.3054 1.1721 -4.4124
H -0.6416 1.0128 -6.3170
H 0.2655 -1.5313 -6.0565
Br 0.5673 1.6523 1.6918
C 0.5649 0.6685 3.3880
C 0.4409 1.4221 4.5510
C 0.3006 0.7653 5.7801
C 0.2307 -0.6293 5.8421
C 0.4043 -1.3654 4.6794
C 0.6144 -0.7356 3.4489
C 0.7000 -1.6415 2.2408
O 0.3000 -2.8079 2.2483
O 1.2755 -1.0773 1.1771
H 0.4599 2.5027 4.4949
H 0.2038 1.3518 6.6842
H 0.0533 -1.1602 6.7790
H 0.3715 -2.4480 4.6594
*
```

***

Here is a molecular structure, C6H19AgO8P at a distorted geometry from OMol25. Energies are from the ωB97M-V functional and the def2-TZVPD basis.

HOMO level (alpha / beta) ... -4.61 / -4.35 eV
LUMO level (alpha / beta) ... 0.1058 / 0.0556 Eh
Frontier orbital gap (alpha / beta) ... 7.492 / 5.867 eV

The geometry in ORCA input format:
```
! wB97M-V def2-TZVPD RIJCOSX def2/J DEFGRID3
* xyz -1 3
Ag -0.8497 -0.6508 0.0317
P -2.1531 -2.4039 1.6964
O -3.6366 -2.8932 1.5096
O -2.4559 -0.9255 1.3706
O -1.1227 -2.6855 0.5855
O -1.6522 -2.4023 3.1536
C 0.8078 2.9627 1.1199
C 0.4538 2.5779 -0.3012
C 1.7013 2.1692 -1.0882
O -0.6026 1.6191 -0.4101
H 1.6914 3.6009 1.1058
H 0.9357 2.1317 1.8135
H 0.0616 3.6322 1.5476
H 0.1315 3.5363 -0.7082
H 2.3977 3.0045 -1.0147
H 1.3937 2.0063 -2.1211
H 2.1213 1.2367 -0.7110
C -3.2389 -0.1483 -2.3184
O -2.4007 -1.0663 -1.6235
H -3.6235 -0.5066 -3.2732
H -4.1357 -0.2118 -1.7022
H -2.8607 0.8733 -2.2805
H -2.9455 -1.8344 -1.4368
C 1.8878 -1.9947 -1.0087
O 0.7389 -1.3818 -1.4922
H 1.7058 -2.4162 -0.0201
H 2.2065 -2.8120 -1.6556
H 2.7998 -1.3985 -0.9770
H 0.9367 -1.1598 -2.4050
C 1.9362 -0.2550 1.9806
O 0.5417 -0.5679 1.8710
H 2.1054 0.4615 2.7844
H 2.4403 -1.1732 2.2821
H 2.2667 0.1771 1.0360
H 0.4161 -1.1015 2.6591
*
```

***

Here is a molecular structure, C19H16BaCl2N5O2 from OMol25. Energies are from the ωB97M-V functional and the def2-TZVPD basis.

HOMO level ... -1.86 eV
Energy relative to the best compared isomer or geometry (same formula, charge and spin) ... 86.7 kcal/mol
LUMO level ... 0.0755 Eh
Frontier orbital gap ... 3.912 eV

The geometry in ORCA input format:
```
! wB97M-V def2-TZVPD RIJCOSX def2/J DEFGRID3
* xyz -1 1
Ba -1.5948 -1.4195 -1.7818
Cl -0.4431 -3.1994 2.1395
C -0.0300 -1.5077 2.2787
C -0.0465 -0.9160 3.5429
C 0.2194 0.4135 3.6881
Cl 0.1667 1.1264 5.2854
C 0.5222 1.2121 2.5635
C 0.7823 2.5967 2.6156
C 1.0634 3.2795 1.4678
C 1.1111 2.5747 0.2539
N 0.8753 1.2892 0.1656
C 0.5609 0.5943 1.2862
C 0.2299 -0.8094 1.0958
O 0.1479 -1.3253 -0.0685
H -0.2948 -1.5182 4.4062
H 0.7418 3.1057 3.5691
H 1.2487 4.3453 1.4816
H 1.3481 3.0856 -0.6740
N -3.0452 0.2182 -1.3879
C -3.6295 0.7359 -0.3125
C -3.3790 0.2737 1.0302
C -3.9499 0.8585 2.1467
C -4.8307 1.9327 2.0348
C -5.1251 2.3994 0.7480
C -4.5640 1.8331 -0.3781
H -2.6908 -0.5600 1.1700
H -3.6996 0.4707 3.1313
H -5.2702 2.3911 2.9127
H -5.8137 3.2328 0.6270
H -4.8075 2.2158 -1.3632
C 4.6504 -2.0282 -2.6080
N 3.2375 -2.1950 -2.8368
C 2.7192 -2.9930 -3.9261
C 1.2584 -2.5201 -3.9756
O 0.3968 -3.0388 -4.6543
N 1.1086 -1.4662 -3.1181
C 2.2679 -1.2965 -2.4971
N 2.4870 -0.3145 -1.6263
H 5.1352 -3.0025 -2.6535
H 4.8361 -1.6239 -1.6144
H 5.1178 -1.3685 -3.3478
H 2.7815 -4.0641 -3.7323
H 3.2173 -2.7706 -4.8752
H 1.6746 0.1171 -1.1599
H 3.3083 -0.3641 -1.0494
*
```

***

Here is C4H8O in the gas phase at a distorted geometry from OMol25. Energies are from the ωB97M-V functional and the def2-TZVPD basis.

HOMO level ... -9.77 eV
Energy relative to the best compared isomer or geometry (same formula, charge and spin) ... 22.7 kcal/mol
LUMO level ... 0.0285 Eh
Frontier orbital gap ... 10.542 eV

The geometry in ORCA input format:
```
! wB97M-V def2-TZVPD RIJCOSX def2/J DEFGRID3
* xyz 0 1
C -0.1728 -1.4089 -0.1216
C -0.3801 0.0686 0.2625
C 0.7794 0.9207 -0.1351
C -1.7605 0.5983 -0.0400
O -2.8417 0.0271 -0.0219
H -0.2099 -1.6543 -1.2447
H -0.9636 -2.0503 0.1902
H 0.7511 -1.8280 0.2886
H -0.4219 0.2047 1.4191
H 1.1978 0.6715 -1.0467
H 1.6773 0.8143 0.4763
H 0.4844 1.9654 0.0568
H -1.7877 1.7859 -0.0639
*
```

***

Here is a molecular structure, C38H55BF3N4O3PPdS2 at a distorted geometry from OMol25. Energies are from the ωB97M-V functional and the def2-TZVPD basis.

HOMO level (alpha / beta) ... -13.06 / -13.64 eV
LUMO level (alpha / beta) ... -0.1797 / -0.3213 Eh
Frontier orbital gap (alpha / beta) ... 8.169 / 4.901 eV

The geometry in ORCA input format:
```
! wB97M-V def2-TZVPD RIJCOSX def2/J DEFGRID3
* xyz 2 5
Pd -0.4453 0.0674 0.7028
F 1.1483 2.0287 5.4659
C 2.0895 1.0998 5.2159
F 1.5950 -0.0924 5.5850
F 3.1442 1.3623 5.9833
C 2.4644 1.1019 3.7515
C 3.7204 1.5148 3.3395
C 4.0217 1.4993 1.9864
C 3.0660 1.0283 1.0911
N 1.8663 0.6291 1.4767
C 1.5381 0.7011 2.7762
S -0.1056 0.2674 3.1109
H 4.4495 1.8466 4.0662
H 4.9877 1.8329 1.6349
H 3.2667 0.9654 0.0284
C -0.0846 8.6060 -1.5706
C 0.5218 7.8797 -0.3468
C 2.0435 7.8481 -0.4895
C 0.1596 8.6747 0.9282
C -0.0865 6.5075 -0.2619
C -1.4981 6.3938 0.0039
C -2.1446 5.1947 0.1517
C -1.3620 4.0547 0.0102
O -1.6976 2.7766 0.1220
B -0.5107 2.0104 -0.0818
O 0.5416 2.9042 -0.3528
C 0.0355 4.1471 -0.2867
C 0.6781 5.3487 -0.4264
H 0.3172 9.6174 -1.6111
H -1.1712 8.6747 -1.5094
H 0.1784 8.0887 -2.4941
H 2.4269 8.8664 -0.4969
H 2.3540 7.3754 -1.4230
H 2.5104 7.3226 0.3462
H 0.6741 9.6334 0.9031
H 0.4742 8.1351 1.8234
H -0.9091 8.8749 1.0039
H -2.0857 7.2971 0.0922
H -3.2058 5.1401 0.3482
H 1.7320 5.3843 -0.6564
O -0.4911 -2.0595 -0.1224
P 0.5186 -3.1044 -0.5479
C -0.0488 -3.9792 -2.0903
C -1.0045 -5.1431 -1.7641
C -2.4247 -4.6077 -1.5942
C -2.9678 -4.2113 -2.9725
C -1.8496 -3.6532 -3.8665
C -0.7323 -2.9848 -3.0561
C 0.8540 -4.4185 0.7173
C 2.0309 -4.1275 1.6552
C 1.6868 -3.0196 2.6419
C 0.5109 -3.4579 3.5123
C -0.7178 -3.7293 2.6451
C -0.4122 -4.7433 1.5392
C 2.1363 -2.3041 -0.9529
C 3.1504 -3.2913 -1.5672
C 3.4006 -2.9997 -3.0454
C 3.9834 -1.5950 -3.2195
C 3.2165 -0.5334 -2.3985
C 1.8975 -1.0761 -1.8448
H 0.8687 -4.3842 -2.5279
H -0.6707 -5.7060 -0.8941
H -0.9907 -5.8473 -2.6000
H -2.3945 -3.7252 -0.9450
H -3.0746 -5.3422 -1.1169
H -3.7691 -3.4805 -2.8624
H -3.4058 -5.0866 -3.4563
H -2.2533 -2.9273 -4.5729
H -1.4119 -4.4562 -4.4639
H -1.1647 -2.1565 -2.4869
H -0.0053 -2.5758 -3.7587
H 1.1213 -5.2938 0.1158
H 2.9385 -3.8982 1.0936
H 2.2350 -5.0399 2.2230
H 1.4127 -2.1238 2.0775
H 2.5552 -2.7767 3.2621
H 0.2781 -2.7006 4.2669
H 0.7929 -4.3662 4.0525
H -1.0748 -2.7954 2.2041
H -1.5238 -4.1257 3.2657
H -1.2844 -4.8306 0.8912
H -0.2529 -5.7198 2.0058
H 2.4999 -1.9494 0.0188
H 2.8201 -4.3273 -1.4474
H 4.1028 -3.2098 -1.0367
H 2.4699 -3.0960 -3.6117
H 4.0975 -3.7346 -3.4482
H 3.9801 -1.3305 -4.2770
H 5.0292 -1.6077 -2.9071
H 2.9924 0.3334 -3.0224
H 3.8388 -0.1812 -1.5702
H 1.2587 -1.3364 -2.6870
H 1.3764 -0.3017 -1.2751
C -6.7408 -1.2352 -1.1239
C -5.4247 -1.8687 -0.6758
C -4.5699 -0.9696 0.1456
N -3.2873 -0.9422 0.1095
N -2.7284 -0.0761 0.9943
C -3.6030 0.5932 1.7094
N -3.2781 1.5363 2.6172
S -5.2341 0.1519 1.3290
H -7.3159 -1.9498 -1.7091
H -6.5607 -0.3589 -1.7472
H -7.3501 -0.9376 -0.2688
H -4.8271 -2.1671 -1.5353
H -5.6321 -2.7720 -0.0949
H -2.3123 1.6450 2.8661
H -3.9631 1.8802 3.2652
*
```

***

Here is a molecular structure, C29H44AuN2O2S3Te at a distorted geometry from OMol25. Energies are from the ωB97M-V functional and the def2-TZVPD basis.

HOMO level (alpha / beta) ... -13.15 / -13.74 eV
LUMO level (alpha / beta) ... -0.1617 / -0.2766 Eh
Frontier orbital gap (alpha / beta) ... 8.749 / 6.210 eV

The geometry in ORCA input format:
```
! wB97M-V def2-TZVPD RIJCOSX def2/J DEFGRID3
* xyz 2 4
Au 0.5843 -0.9156 2.5094
C -2.1929 0.5469 3.4122
C -1.4698 0.5372 4.7560
S -0.2913 -0.8264 4.8233
C 1.0838 0.1026 5.5740
C 1.6248 1.4311 4.9793
S 2.1797 1.2816 3.1359
C 1.1471 2.5875 2.4510
C -0.3760 2.4398 2.5520
S -1.0570 0.9254 2.0776
H -2.8571 1.3488 3.4492
H -2.7144 -0.3634 3.0351
H -2.2068 0.3070 5.5640
H -1.0871 1.5627 4.9960
H 1.9106 -0.5920 5.5478
H 0.7948 0.2949 6.5984
H 2.4922 1.7493 5.5709
H 0.9481 2.3362 5.1311
H 1.4254 2.5943 1.4206
H 1.3944 3.5770 2.8377
H -0.7661 3.2583 1.9636
H -0.6402 2.7719 3.5567
C 2.6345 -5.3821 3.4865
N 1.6740 -5.2197 2.3995
C 1.6583 -6.2312 1.3336
C 0.9378 -4.1436 2.3376
O 1.0724 -3.1179 3.0581
H 2.4992 -4.6884 4.3055
H 3.6688 -5.3183 3.1968
H 2.5737 -6.3671 3.9280
H 2.6918 -6.3223 1.0132
H 1.0116 -5.8865 0.4808
H 1.2804 -7.1529 1.6853
H 0.2504 -4.1909 1.5196
C 3.8459 -1.6152 0.8813
C 2.4284 -1.7648 0.3025
O 2.0583 -2.6044 -0.5196
N 1.6116 -0.7393 0.6113
Te -0.4548 -0.3924 -1.7131
C -1.6388 -0.5455 -3.3537
C -1.6407 0.4125 -4.3970
C -0.7376 1.5625 -4.4017
C -2.5489 0.2875 -5.3869
C -3.5353 -0.7161 -5.4252
C -4.3686 -0.8809 -6.6867
C -3.5623 -1.6314 -4.3732
C -2.6320 -1.5639 -3.3441
C -2.7471 -2.5700 -2.2857
C 0.1171 1.6369 -1.4591
C -0.8610 2.5827 -1.1395
C -2.3579 2.3672 -0.9134
C -0.4034 3.8856 -0.8790
C 0.9424 4.2641 -1.0270
C 1.3495 5.6238 -0.7889
C 1.8020 3.3096 -1.4910
C 1.4358 1.9975 -1.7153
C 2.4043 0.9982 -2.4020
H 4.6009 -1.6081 0.0774
H 3.9546 -2.5323 1.4544
H 3.9802 -0.8562 1.6081
H 0.2830 1.2750 -4.1936
H -1.0388 2.4070 -3.8439
H -0.6629 1.9833 -5.4081
H -2.6464 1.0400 -6.2823
H -4.6047 -1.9457 -6.8179
H -3.7822 -0.5636 -7.5295
H -5.2995 -0.2729 -6.6681
H -4.3091 -2.4526 -4.2919
H -3.8187 -2.8595 -2.2482
H -2.5847 -2.1356 -1.3053
H -2.1243 -3.4546 -2.4642
H -2.9497 2.1344 -1.8078
H -2.7866 3.2761 -0.4641
H -2.6241 1.4821 -0.2154
H -1.0441 4.6452 -0.4798
H 2.0477 5.9102 -1.5155
H 1.6795 5.7826 0.2433
H 0.5123 6.3004 -0.9656
H 2.8278 3.4925 -1.6520
H 1.9284 0.0273 -2.7312
H 3.2266 0.6890 -1.8548
H 2.8484 1.3976 -3.4233
*
```

***

Number 1: E -108086.88818 eV. Number 2: E -7782.00638 eV. Number 3: E -214412.62070 eV. Number 4: E -36196.46856 eV. Number 5: E -57249.07431 eV. Number 6: E -6324.18146 eV. Number 7: E -95658.11777 eV. Number 8: E -81335.20487 eV.